Here is a 2-piece molecular cluster, C5H16NS2 overall from the OMol25 dataset. Energies are from wB97M-V/def2-TZVPD.

Structure (XYZ):
```
24
Properties=species:S:1:pos:R:3:lowdin_spin:R:1
C 1.824 3.143 1.328 0.0269
C 2.018 1.655 1.530 0.0254
S 1.563 0.738 0.029 0.4239
S 1.362 -1.436 0.932 0.4861
H 0.822 3.385 0.971 0.0042
H 2.522 3.548 0.595 0.0039
H 1.939 3.685 2.276 0.0041
H 1.393 1.273 2.350 0.0024
H 3.040 1.364 1.774 -0.0002
H 1.270 -1.993 -0.286 0.0242
C -1.662 -0.819 -0.882 -0.0010
C -3.084 -1.187 -1.289 -0.0001
C -3.052 -1.941 -2.616 0.0000
N -1.655 0.340 0.077 -0.0021
H -1.135 -1.628 -0.375 0.0021
H -1.064 -0.472 -1.725 0.0002
H -3.597 -0.228 -1.432 0.0000
H -3.569 -1.720 -0.471 0.0000
H -2.865 -1.232 -3.423 0.0000
H -2.273 -2.701 -2.643 0.0001
H -4.021 -2.394 -2.830 0.0000
H -2.183 1.117 -0.314 0.0006
H -2.092 0.074 0.957 0.0000
H -0.665 0.660 0.231 -0.0007
```

Output
HOMO (spin up / spin down) in eV: -4.547 / -6.739
2S+1: 2
Kohn-Sham gap (spin up / spin down) in Ha: 0.16685 / 0.24641


Here is a 2-piece molecular cluster, C5H16NS2 overall from the OMol25 dataset. Energies are from wB97M-V/def2-TZVPD.

Structure (XYZ):
```
24
Properties=species:S:1:pos:R:3:nbo_charge:R:1
C -0.529 3.189 2.081 -0.6507
C 0.091 2.246 1.117 -0.2126
N 1.415 1.679 1.677 -0.4871
C 2.047 0.711 0.738 -0.4088
H 0.180 3.961 2.447 0.2268
H -1.279 3.702 1.495 0.2582
H -1.032 2.685 2.887 0.2324
H -0.531 1.315 0.910 0.2380
H 0.309 2.734 0.181 0.2291
H 1.280 1.262 2.583 0.4283
H 2.036 2.464 1.825 0.4255
H 1.419 -0.177 0.693 0.2381
H 3.024 0.483 1.144 0.2292
H 2.139 1.137 -0.191 0.2316
C -2.677 -1.152 0.291 -0.6303
C -1.506 -1.869 -0.292 -0.4719
S -0.494 -0.624 -1.234 0.0272
S 0.986 -1.894 -1.854 -0.0843
H -3.260 -0.689 -0.529 0.2233
H -2.435 -0.353 1.083 0.1955
H -3.285 -1.921 0.705 0.2372
H -1.741 -2.614 -0.958 0.2260
H -0.881 -2.242 0.550 0.2047
H 1.727 -1.961 -0.765 0.0944
```

Output
HOMO in eV: -12.224
Net charge: +1
2S+1: 1
Kohn-Sham gap in Ha: 0.32772


Here is a 3-piece molecular cluster, C5H16O2 overall from the OMol25 dataset. Energies are from wB97M-V/def2-TZVPD.

Structure (XYZ):
```
23
Properties=species:S:1:pos:R:3:nbo_charge:R:1
C 0.252 1.773 -3.123 -0.6168
C -0.069 0.367 -2.604 -0.3890
C -0.062 0.224 -1.063 -0.2173
C -0.302 -1.220 -0.651 -0.6040
C 1.301 0.616 -0.504 -0.6122
H 1.292 2.060 -3.029 0.2058
H -0.393 2.582 -2.821 0.2041
H 0.128 1.696 -4.216 0.2080
H 0.604 -0.283 -3.126 0.1955
H -1.060 0.027 -2.907 0.1952
H -0.766 0.972 -0.714 0.1983
H -0.451 -1.269 0.420 0.2078
H -1.144 -1.715 -1.128 0.2047
H 0.563 -1.836 -0.853 0.2019
H 1.539 1.631 -0.814 0.2075
H 1.196 0.739 0.583 0.2053
H 2.109 -0.092 -0.621 0.2051
H -0.191 -1.513 4.555 0.4779
H 0.421 -2.916 4.508 0.4687
O 0.001 -2.284 5.099 -0.9517
H -1.890 -0.611 4.331 0.4746
H -1.650 0.873 4.652 0.4793
O -1.427 0.178 4.026 -0.9485
```

Output
HOMO in eV: -10.681
2S+1: 1
SMILES: CCC(C)C.O.O
Kohn-Sham gap in Ha: 0.41624


Here is a 3-piece molecular cluster, C5H16O3 overall from the OMol25 dataset. Energies are from wB97M-V/def2-TZVPD.

Structure (XYZ):
```
24
Properties=species:S:1:pos:R:3:nbo_charge:R:1
C -1.591 0.480 0.100 -0.0661
O -1.795 -0.614 1.054 -0.7679
C -0.204 0.961 0.409 -0.4339
C 0.939 0.381 -0.299 -0.2189
C 2.317 0.633 0.182 -0.5936
C 0.780 0.823 -1.796 -0.6067
H -2.317 1.297 0.408 0.1821
H -1.788 0.175 -0.981 0.1728
H -2.731 -0.656 1.238 0.4788
H -0.101 0.812 1.472 0.2201
H -0.089 2.047 0.294 0.2009
H 0.865 -0.726 -0.284 0.1918
H 2.345 0.714 1.292 0.2219
H 2.928 -0.188 -0.196 0.2201
H 2.618 1.672 -0.310 0.1891
H 0.487 1.898 -1.821 0.2005
H 0.086 0.174 -2.240 0.1966
H 1.796 0.733 -2.190 0.2119
H -1.379 -1.956 -1.063 0.4625
H -0.720 -2.567 -2.183 0.4591
O -1.430 -2.802 -1.514 -0.9195
H -0.352 -0.479 3.155 0.4482
H -0.729 -1.478 2.412 0.4734
O 0.065 -1.333 2.861 -0.9230
```

Output
HOMO in eV: -10.863
2S+1: 1
SMILES: CC(C)CCO.O.O
Kohn-Sham gap in Ha: 0.41745


Energy relative to the best compared isomer or geometry (same formula, charge and spin), record by record: 0.00, 27.37, 10.74, 30.35 kcal/mol